Computed, not measured: a cluster of 5 separate species, C19H50Br4N6O3P2 in total, with the ωB97M-V functional and the def2-TZVPD basis.

Geometry as XYZ:
```
84
C19H50Br4N6O3P2 | the OMol25 dataset | the ωB97M-V functional and the def2-TZVPD basis
C 3.69531 -2.79399 -2.38016
N 4.73923 -1.91104 -1.89941
C 5.01460 -0.73634 -2.70827
P 5.57353 -2.28487 -0.50773
O 5.22240 -3.64290 -0.04872
N 7.20507 -2.02901 -0.63928
C 8.07964 -3.24559 -0.65410
C 7.97512 -0.76977 -0.49764
N 5.07243 -0.93930 0.48708
C 5.87584 -0.73891 1.64006
C 3.75531 -0.43191 0.49721
H 3.08247 -3.20496 -1.58278
H 4.14664 -3.57100 -2.99030
H 3.00368 -2.21349 -2.96290
H 4.17296 -0.03199 -2.73735
H 5.31434 -0.97804 -3.75394
H 5.86199 -0.26150 -2.21925
H 7.47442 -4.11159 -0.93881
H 8.88496 -3.13840 -1.38585
H 8.58024 -3.43879 0.31071
H 8.51064 -0.83151 0.44934
H 8.70572 -0.70634 -1.28852
H 7.32056 0.06998 -0.60704
H 5.47292 -1.08979 2.60995
H 6.75848 -1.38475 1.60982
H 6.11784 0.30725 1.84552
H 3.71260 0.63072 0.73987
H 3.10295 -0.96759 1.15802
H 3.33528 -0.58904 -0.52433
C -4.35481 -0.60037 -0.51535
N -5.06987 0.24897 -1.54351
C -6.48982 0.51601 -1.33195
P -4.30220 0.53399 -3.02005
O -4.16738 -0.55821 -3.99362
N -5.15360 1.84836 -3.66213
C -5.51101 3.02837 -2.81814
C -5.44181 1.93670 -5.06841
N -2.73944 1.00966 -2.58357
C -1.61213 0.13049 -3.05911
C -2.43927 1.97115 -1.57467
H -4.50210 -1.65514 -0.69970
H -4.73298 -0.26166 0.44683
H -3.27510 -0.49721 -0.55933
H -6.87756 1.17787 -2.11317
H -6.64366 1.00416 -0.36668
H -7.09372 -0.38646 -1.43418
H -5.17384 2.88377 -1.79958
H -5.02044 3.92817 -3.15562
H -6.59906 3.12079 -2.67654
H -5.14252 1.05675 -5.62205
H -6.44350 2.30843 -5.12338
H -4.81321 2.74241 -5.46400
H -1.98027 -0.61613 -3.76802
H -0.91902 0.79550 -3.58020
H -1.08509 -0.30585 -2.20690
H -3.27052 2.12200 -0.89951
H -2.10323 2.91925 -2.03957
H -1.65420 1.61386 -0.92595
C -3.46984 -0.40004 6.09749
C -2.77325 -0.74365 4.77033
C -3.77726 -1.11020 3.68658
O -1.55802 -0.72737 4.64594
H -2.79451 -0.79281 6.87456
H -4.47549 -0.85118 6.16356
H -3.61320 0.66564 6.17814
H -4.55977 -1.77920 3.99589
H -3.33645 -1.61033 2.80583
H -4.21390 -0.18711 3.39507
Br 0.74542 3.79450 2.79064
C -0.98264 3.44666 1.96801
C -1.97381 2.84723 2.92740
Br -3.68151 2.53176 2.04548
H -0.76532 2.76344 1.14825
H -1.21281 4.47487 1.68096
H -2.15423 3.58366 3.70431
H -1.69271 1.84786 3.28750
Br 2.41160 -0.95993 4.19490
C 1.08212 -0.09974 3.04869
C 0.20574 -1.10013 2.38921
Br -1.19641 -0.15356 1.40632
H 1.68872 0.48122 2.35312
H 0.56509 0.52207 3.75485
H -0.29507 -1.68035 3.17433
H 0.67171 -1.74443 1.64951
```

- SMILES string: CN(C)P(=O)(N(C)C)N(C)C.CN(C)P(=O)(N(C)C)N(C)C.CC(C)=O.BrCCBr.BrCCBr
- LUMO energy: 0.29 eV
- Orbital gap: 0.318 Eh
- ΔE to the lowest compared entry with this formula, charge and spin: 0.000 eV
- Calculated total energy: -12287.031141 hartree

Computed, not measured: a cluster of 10 separate species, C19H50FN14O18 in total, with the ωB97M-V functional and the def2-TZVPD basis.

Geometry as XYZ:
```
102
C19H50FN14O18 | the OMol25 dataset | the ωB97M-V functional and the def2-TZVPD basis
C 3.84355 -0.53907 0.28458
C 2.79735 -0.41244 -0.82752
N 1.56799 0.25955 -0.36493
C 1.03742 1.40864 -1.07522
C 0.95032 1.31192 -2.58236
C 1.74885 2.74971 -0.66721
C 3.21535 2.72801 -0.30340
C 3.90542 4.10408 -0.47603
N 5.12999 4.10102 -1.27744
N 0.90573 3.33555 0.41897
C -0.04097 2.37682 0.65170
N -0.55495 2.23589 1.86640
N -0.31095 1.57780 -0.40754
C -1.53458 1.82347 -1.17863
C -2.02486 0.53366 -1.80966
F -2.52839 0.81516 -3.07712
H 4.37633 -1.48217 0.21773
H 3.34967 -0.47080 1.25089
H 4.56195 0.27537 0.25108
H 2.53250 -1.42333 -1.12801
H 3.23566 0.12750 -1.66161
H 0.81775 -0.41229 -0.24910
H 0.58533 0.34882 -2.92002
H 1.96791 1.38922 -2.96336
H 0.38971 2.12462 -3.03621
H 1.66735 3.44865 -1.50371
H 3.75955 1.98876 -0.88242
H 3.30069 2.43948 0.74456
H 3.22195 4.81954 -0.93199
H 4.20743 4.43428 0.51037
H 5.76122 3.39138 -0.91863
H 4.92295 3.79770 -2.22470
H 0.41648 4.15989 0.07744
H -1.54143 2.07621 2.00894
H 0.06283 2.24820 2.66352
H -1.44020 2.61640 -1.92183
H -2.29217 2.16933 -0.47383
H -2.78805 0.06833 -1.20428
H -1.17408 -0.12568 -1.95415
C -2.86094 -2.13024 -4.12835
N -2.59988 -3.37830 -3.36817
O -1.77139 -3.34015 -2.47269
O -3.24079 -4.36420 -3.66246
H -2.21104 -1.36225 -3.73848
H -2.65737 -2.31580 -5.17816
H -3.90723 -1.89050 -3.96544
C -7.67239 -2.87723 -2.66587
N -6.99389 -1.56851 -2.88256
O -5.78005 -1.56743 -3.00677
O -7.69116 -0.58410 -2.92435
H -6.91825 -3.65430 -2.65681
H -8.19812 -2.81308 -1.71835
H -8.37617 -3.01193 -3.48119
C 0.75500 1.12614 -7.16324
N 0.28692 0.09932 -6.19144
O 1.02238 -0.20127 -5.27022
O -0.80959 -0.37920 -6.38402
H 1.74243 1.45342 -6.86289
H 0.76965 0.65853 -8.14270
H 0.03548 1.93885 -7.14345
C 2.54721 5.13436 3.68825
N 3.94595 4.68264 3.91870
O 4.26899 4.31391 5.02631
O 4.64566 4.67515 2.92912
H 1.99029 5.05529 4.61369
H 2.57981 6.15849 3.32986
H 2.13954 4.47849 2.92315
C 1.82059 1.88646 5.14215
N 0.40818 2.27880 4.86597
O 0.08222 3.42905 5.06188
O -0.33432 1.40458 4.44549
H 2.35602 2.75619 5.50498
H 1.81117 1.09905 5.88794
H 2.24426 1.51703 4.21139
C -2.15587 -0.82887 3.08916
N -2.61496 -2.24666 3.11348
O -2.19511 -2.96195 3.99398
O -3.38014 -2.58328 2.23145
H -1.48139 -0.66448 3.91841
H -1.66017 -0.67832 2.13348
H -3.03893 -0.20169 3.16581
C 3.73313 0.19824 9.47957
N 3.29184 -0.34409 8.16455
O 3.26238 0.41978 7.21128
O 2.98937 -1.51115 8.11904
H 3.96766 1.24757 9.35346
H 2.91552 0.04865 10.17777
H 4.60311 -0.37394 9.78600
C -2.64927 -3.51203 0.47258
N -2.04249 -2.15618 0.43109
O -0.83860 -2.06209 0.29878
O -2.79037 -1.19898 0.52869
H -1.85409 -4.23859 0.36848
H -3.16300 -3.60322 1.42563
H -3.35269 -3.57104 -0.35171
C -1.67293 -7.13010 -4.02276
N -2.08415 -8.55632 -4.14737
O -2.16703 -9.21354 -3.13100
O -2.31226 -8.96172 -5.26738
H -1.50854 -6.91198 -2.97514
H -0.76461 -7.00631 -4.60471
H -2.47415 -6.52418 -4.42913
```

- Total charge: +1
- LUMO energy: -3.82 eV
- Orbital gap: 0.293 Eh
- Calculated total energy: -2973.501557 hartree